[1]
A structure of composition C24H35BaN6 in a non-equilibrium geometry. Source: OMol25; level of theory: ωB97M-V/def2-TZVPD.

LUMO in eV: -4.0
Orbital gap in Eh: 0.1600
Total charge: +1
HOMO in eV: -8.32

Geometry (Å):
H: -2.94599 3.66898 -0.47373
C: 2.33906 -1.37498 -2.32148
H: 0.51734 -1.52253 -4.53889
H: -1.17722 -3.25499 -3.89212
N: -2.06285 -0.81810 -1.71252
H: 3.08502 -4.36600 0.48282
H: -0.95984 4.92042 -0.20489
C: -4.31881 2.43662 -3.54870
H: 3.13021 3.45733 0.44183
H: 2.83330 -1.17389 -3.27215
H: -4.58773 -1.45074 -2.21451
H: 4.63600 2.19767 -4.33108
H: 3.12557 0.57544 -3.85898
H: -0.65633 3.86259 -1.58326
H: 0.07049 -4.01974 1.87740
N: 4.21996 -3.48572 2.02076
C: -0.80062 3.87966 -0.49949
C: -2.84664 1.45433 -1.70101
H: 0.46316 -3.81064 0.29261
C: -2.03081 -2.17827 -2.24001
H: -2.13880 3.07138 0.96710
H: 5.07237 4.09565 -0.60762
H: 2.11687 -2.15115 0.84523
N: 1.99830 -0.18324 -1.55216
H: 2.63366 -4.88967 2.11464
C: 2.89767 -4.03121 1.50113
H: 1.23619 4.22536 0.06901
C: 4.86239 3.15261 -2.47522
H: -0.02625 -0.50673 -3.21672
C: 0.09618 -1.54488 -3.53115
H: 0.61029 -2.46058 -1.63549
C: 4.26014 2.22445 -3.31279
C: -2.07624 3.10373 -0.12760
C: 2.24893 2.12982 -0.94115
H: 0.33862 3.25071 1.23229
C: 2.56403 0.97012 -1.85635
C: -3.28135 2.43766 -2.63310
H: 4.50908 -2.66326 1.48584
C: 4.44977 3.41197 -1.17722
H: 1.81944 -2.49537 2.55217
C: -5.32698 1.50397 -3.73372
C: -4.34939 -0.42266 -2.45822
C: 1.09756 -2.22725 -2.59582
N: 0.50646 -3.39385 1.21451
C: -3.06306 -0.00908 -2.01590
N: 1.01747 2.18885 -0.48119
H: 4.14256 -3.19845 2.99689
H: -1.89733 -1.70515 -4.32315
H: -6.14922 1.76935 -4.38486
H: -1.51962 -2.83016 -1.51972
H: 1.41153 -3.18106 -3.03185
H: -6.24884 -0.33371 -3.30636
N: -2.14871 1.72130 -0.61154
C: 3.29313 3.01184 -0.53260
H: 5.70168 3.71413 -2.86243
C: 3.32290 1.24463 -3.03185
C: -1.28181 -2.21130 -3.57647
H: -3.02294 -2.60443 -2.39162
C: -5.34877 0.25039 -3.14062
H: -2.69779 3.35006 -2.60696
H: 4.97057 -4.17379 1.95844
H: -4.38954 3.33848 -4.14895
H: 3.05901 -1.97075 -1.73624
C: 0.51481 3.41196 0.15890
Ba: -0.31195 0.15217 -0.20608
C: 1.83731 -2.94151 1.55324



[2]
A cluster of 15 separate species, C38H57Cl42N3S2 in total in a non-equilibrium geometry. Source: OMol25; level of theory: ωB97M-V/def2-TZVPD.

LUMO in eV: -0.5
Orbital gap in Eh: 0.2900
ΔE to the lowest compared entry with this formula, charge and spin in kJ/mol: 0.0
HOMO in eV: -8.43

Geometry (Å):
H: 1.33944 10.84696 6.81591
Cl: 0.27483 -9.42751 -10.76750
H: -1.53411 2.99134 2.99799
Cl: 1.55060 -6.42834 -1.39733
Cl: 5.20072 6.36959 -1.12337
Cl: 0.17734 -8.66074 -0.15265
Cl: -3.78054 7.80853 3.47696
H: 3.81541 3.96478 1.02706
S: 2.32304 3.32120 -1.71729
C: -3.50452 -0.16657 1.52313
H: 6.16917 -1.26734 2.66184
C: 1.88115 -2.07476 -9.06845
C: -3.88180 -6.59971 -3.70939
Cl: 1.14116 -2.82349 -10.48389
H: 5.18508 -0.53589 0.76495
C: 3.58556 1.54515 0.57494
Cl: 3.55138 -1.61894 -9.40254
Cl: -4.64949 -5.62643 -4.96339
H: -4.61792 9.82769 2.64898
H: 3.41147 0.99024 2.68350
Cl: -0.72018 -10.53806 -5.26610
C: -4.28234 5.67418 7.92723
H: 6.06835 6.76625 -3.26066
Cl: 3.63896 -4.98909 -3.69390
H: -1.98371 -8.92768 -10.42871
C: 5.70743 5.88735 -2.74589
H: 0.85040 4.48487 0.92740
H: 2.93230 3.50241 2.44388
Cl: -4.91195 7.05323 7.02664
H: -2.56584 -0.67091 1.66864
H: -4.07818 -6.13356 -2.75583
Cl: 3.53995 -2.39118 -2.38941
C: -1.00214 3.27689 -0.40761
H: -0.19726 6.91260 4.38977
C: -0.17008 0.31663 -5.37817
Cl: -1.05994 -0.46488 -6.69052
H: -7.94498 5.56746 2.65375
C: 3.57034 -3.24163 -3.93747
H: -4.33604 -8.55577 2.75828
C: 1.71136 5.66886 2.46542
Cl: -2.68898 6.04134 8.58186
H: 4.33427 2.08817 0.00710
H: -3.03185 3.77412 -0.64098
H: 0.43140 -5.98626 -5.95746
C: 0.16070 -6.92056 -0.43784
C: 0.96938 10.13487 6.09210
Cl: -6.26645 8.28487 2.04018
C: -1.00387 5.12867 5.22171
H: -0.64997 3.98093 -1.14883
Cl: -3.06254 -11.88754 -6.31905
C: 4.06904 -5.38869 0.12163
H: -0.73173 -6.67949 -1.00058
Cl: -6.14686 4.16933 2.11273
H: 1.03276 5.81891 5.07917
C: 1.73275 2.55976 -0.43753
H: 1.79127 6.71992 2.22524
H: 2.65430 -3.00982 -4.46576
C: -2.59923 -0.08627 -0.71332
H: -4.94294 5.46588 8.75680
H: 4.00478 -3.11087 0.78275
H: -2.97059 -10.02420 -4.90693
H: -3.04233 4.65135 4.89013
C: 4.72936 -2.79073 2.73437
Cl: -1.62000 -10.74173 -9.00120
C: -3.51753 -8.31256 2.09597
Cl: -2.11687 -7.88939 3.08190
Cl: 0.37529 -7.80209 -7.43414
Cl: 7.02442 4.71728 -2.66425
H: 4.54019 -5.32094 2.21807
C: -2.44021 2.86993 -0.65451
Cl: -2.59287 -11.81439 -3.44991
H: 4.84718 -0.82885 3.70579
Cl: -0.28985 2.07330 -5.50008
Cl: -4.00959 -6.94505 1.08985
Cl: -8.41621 3.60595 3.83836
H: -0.61537 0.01129 -4.44111
C: 2.83090 3.66161 1.37704
Cl: 0.37287 11.03094 4.69398
Cl: 0.83095 -7.80285 -4.55107
H: -0.95993 3.73115 0.57381
H: -2.05739 1.80693 1.18231
Cl: -3.18334 -9.72635 1.09736
C: 4.93038 -4.93333 1.28676
H: -1.45921 5.82143 5.90832
Cl: 2.30250 9.07547 5.63079
Cl: -4.56583 -8.22855 -3.67436
H: -3.64877 2.52955 1.11955
H: -2.94975 2.60748 3.97809
C: 4.88663 -3.38725 1.34202
N: -5.28164 -2.02627 1.81844
C: 1.00906 -6.89576 -6.05920
H: -0.38639 5.75256 2.43581
H: -0.56707 4.29683 5.75997
C: -1.41965 -9.84655 -10.50632
C: -2.40860 -10.94569 -4.97550
Cl: 0.09143 -6.04075 1.09230
H: 5.96180 -5.20268 1.10665
Cl: 1.50604 -0.20368 -5.36475
Cl: -2.13238 -6.66706 -3.95823
Cl: -4.24155 4.24996 6.88127
H: -3.72305 0.54446 2.30556
Cl: 4.34659 5.23525 -3.65457
H: -4.46398 0.72268 -0.25646
N: -2.00969 -0.70678 -1.49949
Cl: 1.79664 -3.15305 -7.67676
H: -2.28046 5.18377 3.43544
H: 4.45787 -4.96265 -0.79236
C: -2.11707 4.58492 4.32092
H: 3.06975 -5.01367 0.23608
H: 2.52093 5.43505 3.14725
C: 4.10801 0.90673 1.86358
C: -1.98706 3.09434 3.97771
H: 0.26939 4.25320 3.05577
H: 4.04365 -6.46401 0.04778
C: 5.08938 -1.28879 2.75636
Cl: -0.33221 9.21223 6.84322
C: 0.36428 5.33105 3.09380
Cl: 2.69389 -6.46033 -6.34300
N: 2.36855 2.37167 0.82392
C: 0.13072 5.88836 4.48669
C: 4.46229 -0.55555 1.56959
Cl: 4.92613 -2.69403 -4.92395
H: 3.68264 -2.87337 3.00999
C: -5.06247 8.97186 3.13649
C: -2.90268 2.00910 0.53778
H: 3.55841 -1.02875 1.20933
C: -4.58667 -1.12739 1.55376
H: 5.72219 -2.94895 0.81015
H: 3.26495 0.73166 -0.06829
H: 1.32616 -1.17704 -8.83071
C: 1.84544 4.81461 1.18350
Cl: -2.05429 -10.76490 -11.87402
S: 0.09062 1.82323 -0.45537
Cl: -5.82191 9.52347 4.63111
H: 5.34652 -3.31871 3.44992
H: -2.57976 2.38426 -1.60884
C: -3.48453 0.63106 0.18448
H: 2.26035 5.46843 0.43132
Cl: -6.55476 5.72551 4.52389
H: 5.05366 1.37899 2.10451
C: -7.34638 4.86139 3.21268
H: -1.29881 2.60341 4.64778



[3]
A structure of composition C22H37O2SiW in a non-equilibrium geometry. Source: OMol25; level of theory: ωB97M-V/def2-TZVPD.

LUMO (spin up / spin down) in eV: -3.2 / -4.6
Orbital gap (spin up / spin down) in Eh: 0.3002 / 0.2535
Total charge: +1
Multiplicity: 3
ΔE to the lowest compared entry with this formula, charge and spin in kJ/mol: 58.5
HOMO (spin up / spin down) in eV: -11.35 / -11.51

Geometry (Å):
H: -0.94536 0.43744 -4.65098
H: 0.95932 4.42160 0.67798
C: 1.12198 0.19408 -4.07264
H: -0.57614 1.14957 -9.14795
H: 0.64440 -1.95480 2.00366
H: -0.67760 0.53732 -2.89413
H: -0.63939 2.09377 -6.89346
H: -0.22947 2.84807 -3.08944
H: -2.96116 0.52226 -2.23045
C: 1.58816 1.73250 2.37383
C: -0.26630 0.80158 -3.87591
C: 1.59428 -1.19201 -7.92419
H: 1.17173 2.00753 -6.86780
C: 0.77880 -1.78798 0.93963
C: 0.08862 -2.42165 -0.13549
C: 0.27458 3.59290 0.45534
H: -0.88144 -1.61535 -9.16836
H: 1.57581 0.03428 -3.07372
H: 1.24732 1.15237 -9.05488
H: 2.43660 -0.55599 -7.63174
C: 1.81184 -0.96717 0.38556
C: -0.92328 -1.28938 -8.12272
C: 0.28668 -0.43505 -7.80184
H: 2.29093 0.91341 2.56194
H: -2.65234 -1.75792 -0.80537
C: -2.13439 1.54718 -0.42316
C: 1.75941 -1.09366 -1.04441
C: 2.84902 2.18985 -0.39544
H: 3.61911 1.50459 -0.01835
C: -0.02294 2.31645 -4.02571
H: -0.53308 3.61165 1.19639
H: -1.84008 -0.71160 -7.97087
C: -2.36493 -0.75991 -0.48358
H: 2.60515 -0.48462 0.94447
H: 1.73890 -1.51889 -8.96187
H: 0.67342 1.52568 2.94444
H: -2.19015 2.59814 -0.69079
H: -0.67588 -3.19043 -0.03105
O: 1.97029 1.13552 -4.75827
H: -0.92751 -2.17670 -7.48225
H: 2.51951 -0.72845 -1.72415
C: 0.24519 1.48996 -7.13644
H: -0.66801 2.73442 -4.80426
H: -0.16527 3.76777 -0.53330
C: 0.30722 0.92331 -8.54652
C: -1.91372 -0.39962 0.84247
C: 0.65983 -1.97320 -1.37248
H: 1.57587 -2.08268 -7.28717
O: 0.16750 0.19052 -6.49336
C: -1.72621 1.03177 0.86037
H: 2.74956 2.02427 -1.47654
C: -2.53691 0.45431 -1.23225
H: -1.51023 1.60905 1.75498
H: 2.01438 2.79022 -3.49222
H: -1.85559 -1.05097 1.71180
H: 1.11409 -0.76769 -4.59292
W: -0.06062 -0.14277 -0.37104
H: 0.39772 -2.30570 -2.37310
H: 3.20316 3.21971 -0.24353
H: 1.64272 3.15102 -5.20733
H: 2.02832 2.66198 2.76117
C: 1.46562 2.44268 -4.38862
Si: 1.22733 1.97145 0.53388